Formula: C43H44FN7O11PSiSr
Source: the Open Molecules 2025 dataset
Level of theory: ωB97M-V/def2-TZVPD

The charge is -1. The calculation puts the molecular weight at 1000.54 g mol⁻¹. Its HOMO energy is -4.8 eV. The energy above the lowest of the compared OMol25 structures with the same formula, charge and spin comes out at 0.739 eV. The calculation puts the LUMO energy at 1.83 eV.

```
109
Properties=species:S:1:pos:R:3:forces:R:3:mulliken_charge:R:1
Sr 0.9680 -0.8391 0.2006 0.1 0.5 -0.3 0.889
O 2.4732 -6.4345 -2.4736 0.0 0.0 0.0 -0.566
C 2.2114 -5.1286 -2.1888 0.0 0.0 0.0 1.020
C 0.9811 -4.5483 -2.4799 0.0 0.0 0.0 -0.544
C 0.7995 -3.2206 -2.1438 0.0 0.0 -0.1 -0.232
N 1.7621 -2.5029 -1.5734 -0.1 0.0 0.0 0.424
C 2.9394 -3.0567 -1.2918 0.1 0.0 -0.2 0.442
C 3.2181 -4.3767 -1.5960 0.0 0.0 0.0 -0.845
C 3.9546 -2.1122 -0.6218 0.0 -0.1 0.0 -0.436
O 5.1462 -2.3656 -0.7694 0.1 -0.1 0.0 -0.808
O 3.4232 -1.1479 0.0121 -0.1 0.1 -0.1 -0.396
C -0.5190 -2.4757 -2.3850 0.1 0.0 0.0 -0.358
O -1.2900 -2.9139 -3.2385 -0.1 0.0 0.0 -0.817
O -0.6660 -1.4314 -1.6730 -0.1 -0.2 0.1 0.078
H 1.6816 -6.8337 -2.8520 0.0 0.0 0.0 0.301
H 0.1746 -5.0943 -2.9534 0.0 0.0 0.0 0.436
H 4.1871 -4.7983 -1.3728 0.0 0.0 0.0 0.560
O 4.5837 -0.1599 -7.0873 0.0 0.0 0.0 -0.500
C 4.2783 1.0926 -6.6748 0.0 0.0 0.0 0.658
O 4.3499 2.0076 -7.4500 0.0 0.0 0.0 -0.579
C 3.8776 1.2437 -5.2483 0.0 0.0 0.0 0.928
C 3.9859 2.5084 -4.6761 0.0 0.0 0.0 -0.841
C 3.6370 2.7133 -3.3551 0.0 0.0 0.0 -0.272
C 3.1689 1.6484 -2.5848 -0.1 0.0 0.1 -1.123
C 3.0288 0.3855 -3.1574 0.0 0.0 0.0 0.423
C 3.3904 0.1894 -4.4773 0.0 0.0 0.0 -1.373
N 2.7173 1.8612 -1.2758 0.1 0.0 0.0 0.249
C 3.4732 1.6425 -0.2848 0.0 0.1 0.0 -0.630
C 2.9380 1.8584 1.0810 -0.1 0.0 0.1 0.815
C 3.7437 2.3354 2.0997 0.1 0.0 -0.1 -0.874
C 3.1578 2.6234 3.3249 0.0 0.0 0.0 -0.507
C 1.8017 2.4128 3.4837 0.1 0.0 0.0 -1.374
C 1.0767 1.8808 2.4236 0.0 0.1 0.1 0.029
N 1.6335 1.6142 1.2463 -0.1 0.0 0.0 0.692
H 4.5904 -0.7640 -6.3341 0.0 0.0 0.0 0.334
H 4.3503 3.3226 -5.2874 0.0 0.0 0.0 0.431
H 3.7198 3.6943 -2.9057 0.0 0.0 0.0 0.482
H 2.6366 -0.4317 -2.5652 0.0 0.0 0.0 0.785
H 3.2499 -0.8003 -4.8982 0.0 0.0 0.0 0.400
H 4.5171 1.3397 -0.3829 0.0 -0.1 0.0 0.312
H 4.8023 2.4817 1.9297 0.0 0.0 0.0 0.508
H 3.7569 3.0083 4.1398 0.0 0.0 0.0 0.394
H 1.3002 2.6273 4.4167 0.0 0.0 0.0 0.535
H 0.0096 1.6850 2.5094 0.1 0.1 -0.1 0.398
C -4.2135 0.5340 3.7207 0.1 -0.1 0.0 -1.344
Si -2.5672 0.2754 2.8183 -0.1 -0.1 0.2 0.424
C -1.2822 -0.0473 4.1518 0.0 0.0 -0.1 -0.518
C -2.7350 -1.3267 1.8343 -0.2 0.2 0.1 -0.923
N -2.0695 1.6103 1.8883 0.0 -0.1 0.1 -0.420
C -2.7504 2.6867 1.5094 0.0 0.1 -0.3 0.444
C -4.1435 2.7432 1.1896 0.0 0.1 0.0 -0.201
C -4.7862 3.9004 0.7645 0.0 -0.1 0.0 -1.011
C -4.0863 5.0820 0.5718 0.0 0.1 0.0 -0.494
C -2.7110 5.0754 0.8178 0.0 0.0 0.0 -0.407
C -2.0889 3.9296 1.2436 -0.1 -0.1 0.1 0.188
F -0.7450 3.9816 1.4370 0.0 0.0 0.0 -0.345
H -4.3627 -0.2796 4.4361 0.0 0.0 0.0 0.336
H -5.0732 0.5389 3.0508 -0.1 0.0 0.0 0.332
H -4.2182 1.4733 4.2773 0.0 0.0 0.0 0.338
H -1.5477 -0.9208 4.7537 0.0 0.0 0.0 0.312
H -1.2029 0.8155 4.8158 0.0 0.1 0.1 0.383
H -0.2975 -0.2413 3.7157 -0.1 0.0 0.1 -0.333
H -2.7256 -2.1991 2.4917 0.0 0.0 0.1 0.366
H -1.9121 -1.4732 1.1435 0.2 -0.1 -0.3 0.177
H -3.6700 -1.3501 1.2657 0.1 0.0 -0.1 0.415
H -4.7176 1.8368 1.3343 0.0 0.0 0.0 0.299
H -5.8559 3.8707 0.5826 0.0 0.0 0.0 0.377
H -4.5817 5.9860 0.2444 0.0 0.0 0.0 0.357
H -2.1072 5.9637 0.6759 0.0 0.0 0.0 0.376
O 1.1894 -1.3179 2.6257 0.1 0.0 0.1 -1.082
C 0.7134 -2.4725 2.4656 0.0 -0.1 0.1 0.966
O 0.3603 -2.9339 1.3489 -0.1 -0.2 0.0 -0.717
C 0.5279 -3.3438 3.6773 0.0 0.0 0.0 0.091
C 0.9807 -2.9132 4.9149 0.0 0.0 0.0 -0.288
C 0.8149 -3.6917 6.0631 0.0 0.0 0.0 -1.190
C 0.1757 -4.8954 5.9011 0.0 0.0 0.0 1.051
O -0.1042 -5.8434 6.8569 0.1 0.0 0.0 -0.517
C -0.8412 -6.8615 6.1875 -0.1 -0.1 0.0 -0.257
O -0.8637 -6.5667 4.7993 0.0 0.0 0.0 -0.510
C -0.2788 -5.3248 4.6674 0.0 0.0 0.0 0.901
C -0.1184 -4.5781 3.5318 0.0 0.0 0.0 -0.900
H 1.4632 -1.9475 4.9670 0.0 0.0 0.0 0.446
H 1.1669 -3.3670 7.0317 0.0 0.0 0.0 0.402
H -1.8663 -6.8780 6.5749 0.0 0.0 0.0 0.247
H -0.3481 -7.8240 6.3459 0.0 0.0 0.0 0.235
H -0.4582 -4.8976 2.5582 0.0 0.0 0.0 0.518
C -3.1317 1.2804 -3.5782 -0.1 -0.1 -0.1 -0.838
N -3.1644 1.7888 -2.1482 -0.1 0.0 0.1 0.247
C -2.9106 3.2933 -2.1477 -0.1 0.1 0.0 -0.523
N -1.6985 3.6167 -2.8183 0.0 0.0 0.0 0.215
C -1.7254 3.0864 -4.1744 0.0 0.0 0.0 -1.021
N -1.9140 1.6409 -4.2258 -0.1 0.0 0.0 0.150
C -0.7538 0.9215 -3.6727 0.0 0.0 0.0 -1.696
P -0.4360 1.3093 -1.8869 0.3 -0.1 0.0 2.270
C -2.1622 1.0498 -1.3098 -0.1 0.0 0.1 0.671
C -0.5205 3.1511 -2.0648 0.0 0.1 0.1 -1.195
H -3.9831 1.7356 -4.0896 0.0 0.0 0.0 0.320
H -3.2406 0.1962 -3.5363 0.0 0.0 0.0 0.458
H -4.0858 1.6465 -1.7281 0.1 0.0 -0.1 0.456
H -2.8911 3.6058 -1.1080 0.0 0.0 0.0 -0.111
H -3.7647 3.7427 -2.6575 0.0 0.0 0.0 0.334
H -0.7894 3.3350 -4.6742 0.0 0.0 0.0 0.428
H -2.5505 3.5624 -4.7122 0.0 0.0 0.0 0.316
H 0.1254 1.1900 -4.2623 0.0 0.0 0.0 0.406
H -0.9133 -0.1539 -3.7705 0.0 0.0 0.0 0.475
H -2.2576 1.3664 -0.2667 0.0 0.0 -0.1 -1.906
H -2.3733 -0.0192 -1.3792 0.0 0.0 0.0 0.788
H 0.3814 3.4935 -2.5763 0.0 0.0 0.0 0.582
H -0.5231 3.6122 -1.0731 0.0 0.0 0.0 0.197
```
Forces are in eV/Å.